Entry from the Open Molecules 2025 dataset: a structure of composition C38H42BCl5N2O2PSiTa (wB97M-V/def2-TZVPD).

Geometry as XYZ:
```
93
Properties=species:S:1:pos:R:3
Ta -0.87 0.57 0.55
Cl -3.47 0.97 2.39
C -2.28 2.20 2.68
C -1.05 2.10 2.03
C -0.06 3.00 2.40
Cl 1.51 2.79 1.71
C -0.27 4.00 3.33
Cl 0.97 5.09 3.74
C -1.53 4.10 3.94
Cl -1.82 5.32 5.08
C -2.54 3.18 3.63
Cl -4.06 3.26 4.40
C -6.52 3.22 -0.20
C -5.23 3.62 0.14
C -4.17 2.77 -0.10
C -4.39 1.52 -0.68
C -5.68 1.13 -1.04
C -6.74 1.99 -0.79
P -2.96 0.54 -1.13
C -3.20 -1.21 -0.82
C -4.21 -1.69 0.01
C -4.22 -3.02 0.38
C -3.23 -3.88 -0.07
C -2.22 -3.41 -0.90
C -2.19 -2.08 -1.27
C -2.76 0.84 -2.90
C -2.78 -0.17 -3.85
C -2.64 0.15 -5.20
C -2.49 1.47 -5.59
C -2.49 2.49 -4.64
C -2.63 2.18 -3.30
H -7.36 3.89 0.00
H -5.07 4.59 0.60
H -3.16 3.07 0.18
H -5.86 0.18 -1.53
H -7.75 1.69 -1.06
H -4.98 -1.02 0.38
H -5.01 -3.39 1.03
H -3.24 -4.92 0.22
H -1.44 -4.08 -1.25
H -1.38 -1.71 -1.89
H -2.91 -1.20 -3.56
H -2.67 -0.63 -5.94
H -2.38 1.72 -6.64
H -2.40 3.52 -4.95
H -2.69 2.98 -2.56
C 7.59 0.03 -0.62
C 7.03 -1.32 -1.05
C 7.38 -1.54 -2.53
C 7.70 -2.42 -0.20
C 5.52 -1.40 -0.88
C 4.85 -2.60 -1.17
C 3.47 -2.76 -1.04
C 2.77 -1.65 -0.62
O 1.40 -1.51 -0.39
B 1.25 -0.20 0.04
O 2.45 0.47 0.08
C 3.41 -0.47 -0.34
C 4.77 -0.30 -0.46
H 8.68 0.02 -0.73
H 7.37 0.24 0.43
H 7.20 0.85 -1.23
H 8.47 -1.51 -2.66
H 6.94 -0.76 -3.15
H 7.03 -2.51 -2.89
H 8.78 -2.34 -0.28
H 7.41 -3.42 -0.53
H 7.43 -2.31 0.85
H 5.43 -3.45 -1.50
H 2.98 -3.70 -1.26
H 5.23 0.65 -0.22
N 0.03 0.80 -1.75
N -0.02 2.05 -1.05
H 0.91 0.67 -2.24
H -0.74 0.78 -2.42
H -0.38 2.83 -1.60
H 0.90 2.33 -0.71
C 1.85 -1.03 3.04
Si 0.05 -1.35 3.35
C -0.23 -3.10 3.89
C -0.64 -0.15 4.60
C -0.87 -1.18 1.67
H 2.42 -1.22 3.96
H 2.04 0.01 2.75
H 2.25 -1.69 2.27
H 0.20 -3.27 4.88
H 0.23 -3.80 3.20
H -1.30 -3.33 3.95
H -0.29 -0.45 5.59
H -1.73 -0.17 4.62
H -0.30 0.87 4.42
H -1.94 -1.41 1.85
H -0.44 -2.02 1.11
```

## Properties
energy relative to the best compared isomer or geometry (same formula, charge and spin) = 19.58 kcal per mole
spin multiplicity = 1
HOMO-LUMO gap = 6.333 eV
energy = -4746.451810 Eh
net charge = +2
LUMO level = -6.7 eV